Below is a structure of composition C35H30N11OS6Ti in a non-equilibrium geometry, with properties calculated with ωB97M-V with the def2-TZVPD basis set.

Positions of all 84 atoms, in Å:
H  4.79142  7.28095  2.16775
C  2.75431  4.59229  2.06635
H  -6.25211  0.39900  -1.79837
C  -1.26640  -2.97968  3.29069
N  0.80255  -2.23513  3.76371
O  -6.93871  0.68171  1.27174
C  0.92649  0.52275  -2.52708
H  -1.90579  -0.21783  -1.32816
C  3.58626  3.70199  1.39226
H  4.13727  -2.11552  -4.20194
N  0.19281  -1.97080  -1.83960
C  0.70812  -2.87474  -5.77567
C  3.16995  -2.31749  -4.65039
H  5.48664  3.41602  0.45630
C  1.82357  -1.56962  3.25079
S  -0.25687  0.81172  3.54781
C  -3.45351  -3.99690  2.63706
H  -2.40900  -0.15811  2.74770
C  3.91709  0.14880  3.70770
H  -7.78521  0.67479  -1.04665
C  0.20999  2.38213  3.07831
C  -2.58224  -0.11844  -0.48996
C  -4.77019  0.28261  0.37897
C  0.55083  0.24336  -1.21145
H  0.86008  3.36574  0.08995
H  -4.84465  0.31134  2.51055
C  0.15595  -3.28772  -1.52228
C  -2.86756  -0.09531  1.77195
S  -0.95640  3.68830  2.82408
C  -4.06881  -3.92252  0.33299
C  0.93152  -3.21261  -4.42979
N  -2.06368  -2.87339  1.06217
H  2.40465  -3.21318  -2.85929
H  4.74366  0.37679  4.38089
C  0.29383  4.80690  2.39998
H  1.57239  2.01836  -3.91179
H  -0.69292  -4.40355  -4.29048
N  -0.06291  -4.25059  -2.38334
H  6.25642  5.73510  0.90422
H  4.29788  -0.08663  2.71660
H  -4.24967  0.29016  -1.72705
H  3.70344  -1.47980  -6.56304
C  1.27803  1.81666  -2.88833
N  1.42164  2.78387  2.84480
Ti  -0.32315  -1.67864  0.95223
S  0.44941  -3.82271  0.14292
H  -1.31762  -3.30837  4.32311
H  0.94736  -0.28759  -3.24162
C  -3.92003  0.16425  -0.70487
C  1.69334  -2.26208  -6.53018
H  -2.64161  -2.90284  -0.91165
H  -3.61330  -4.30328  3.66358
C  -2.31240  -3.27368  2.32251
C  -2.91550  -3.20887  0.09030
N  -6.79956  0.49964  -0.96601
C  4.45310  6.27795  1.93700
C  2.19283  -2.93091  -3.87776
H  1.49008  -2.00615  -7.56495
C  0.88030  2.57166  -0.64903
H  -4.73581  -4.17149  -0.48087
C  0.51548  1.28595  -0.27947
N  1.46418  4.12684  2.47605
H  2.55161  6.55249  2.90215
C  3.19084  5.87657  2.35549
N  -0.20709  -2.37792  2.86981
H  -5.23097  -4.90506  1.84825
H  -0.25793  -3.09490  -6.22015
H  0.21578  1.09811  0.74504
N  -2.05218  -0.28541  0.72118
C  1.26718  2.84547  -1.95416
C  -4.34328  -4.32476  1.63281
C  5.27993  5.40796  1.24180
N  -0.07502  -3.84407  -3.73686
N  0.20794  -1.08296  -0.80275
H  3.22055  0.98594  3.65718
C  4.84550  4.11341  0.98240
C  -4.21669  0.18092  1.63963
S  3.08142  -1.28207  4.42304
C  2.93495  -1.96730  -5.97586
S  1.98218  -1.06705  1.62020
C  -6.26199  0.51361  0.27984
S  0.01172  6.38919  1.95497
H  1.56165  3.85021  -2.23362
H  3.23668  2.69615  1.19762

As for the orbital gap (alpha / beta): 4.40 / 4.42 eV. The energy relative to the best compared isomer or geometry (same formula, charge and spin) comes out at 188.21 kJ/mol. The HOMO energy (alpha / beta) is -3.75 / -3.76 eV. Its lowest unoccupied orbital energy (alpha / beta) is 0.651 / 0.659 eV. Its charge is -1.

The net atomic charges from Löwdin, expressed in e, are:
1 H 0.10
2 C -0.21
3 H 0.08
4 C -0.06
5 N -0.09
6 O 0.07
7 C -0.02
8 H 0.11
9 C -0.02
10 H 0.10
11 N -0.02
12 C -0.06
13 C -0.11
14 H 0.10
15 C -1.11
16 S 0.56
17 C 0.00
18 H 0.03
19 C -0.43
20 H 0.11
21 C -1.13
22 C -0.10
23 C -0.12
24 C -0.28
25 H 0.09
26 H 0.13
27 C -0.86
28 C -0.12
29 S 0.94
30 C -0.03
31 C -0.28
32 N -0.06
33 H 0.10
34 H 0.03
35 C -1.14
36 H 0.10
37 H 0.11
38 N -0.05
39 H 0.10
40 H 0.01
41 H 0.11
42 H 0.08
43 C -0.09
44 N 0.01
45 Ti 0.59
46 S 0.66
47 H 0.14
48 H 0.09
49 C 0.01
50 C -0.13
51 H 0.13
52 H 0.12
53 C -0.26
54 C -0.10
55 N 0.18
56 C -0.09
57 C -0.04
58 H 0.09
59 C -0.08
60 H 0.11
61 C -0.07
62 N -0.16
63 H 0.07
64 C -0.05
65 N -0.18
66 H 0.11
67 H 0.10
68 H 0.04
69 N -0.01
70 C -0.09
71 C -0.05
72 C -0.10
73 N -0.04
74 N -0.23
75 H 0.01
76 C -0.08
77 C 0.03
78 S 0.85
79 C -0.14
80 S 0.67
81 C -0.49
82 S 0.52
83 H 0.10
84 H 0.10